{"formula": "C37H32NP2ScSe", "method": "ωB97M-V/def2-TZVPD", "elements": ["C", "C", "C", "H", "H", "H", "C", "H", "H", "H", "H", "H", "H", "C", "C", "Sc", "H", "C", "H", "C", "H", "C", "P", "C", "H", "H", "H", "H", "C", "H", "C", "C", "H", "C", "C", "Se", "C", "C", "P", "C", "C", "C", "C", "H", "C", "H", "C", "H", "C", "C", "H", "C", "N", "C", "H", "H", "C", "C", "H", "C", "H", "H", "C", "C", "C", "C", "C", "H", "H", "H", "C", "H", "C", "H"], "xyz": [[-0.9026, -1.1279, -3.8268], [-2.3282, -2.7861, 1.9634], [4.1461, -4.0595, 0.8795], [-2.1630, 6.0176, 2.3797], [2.6126, 0.4094, 0.6187], [2.0430, -1.9929, 2.6391], [-3.5440, 1.5352, -0.8817], [1.6625, -1.0558, -1.6001], [5.0088, 2.7770, -2.0953], [-2.4993, -2.2725, -1.0718], [4.3027, -3.1629, 2.8404], [1.0592, 4.5312, 4.8085], [-2.9367, -1.6624, -3.4752], [0.6472, -1.1166, -1.9774], [1.8532, 3.3932, -0.9573], [-1.3057, 0.0101, -0.0681], [-4.2512, -5.5732, 1.8776], [-2.2854, -5.4074, 0.9570], [-2.0083, 2.1114, -3.8681], [-1.0261, 2.1491, -1.9350], [-0.0205, 2.2459, -2.3565], [2.1406, -3.5991, -0.3893], [0.1407, 2.0488, 0.6378], [-2.5527, 2.0321, -0.0243], [3.1807, 4.5071, -2.2118], [-2.8552, 2.2151, 1.0047], [-4.1995, 1.4153, -2.9409], [-0.3492, -4.8878, 0.1308], [2.4587, -2.6226, 1.8376], [-1.7346, 4.2938, 0.6885], [0.0018, 3.4884, 1.7269], [-1.3254, 5.3462, 2.5095], [1.2028, -0.6432, -4.0078], [1.6809, 2.1899, -0.2675], [-1.2107, -4.5458, 0.7051], [0.6746, -0.0087, 4.5685], [3.6957, -3.2547, 1.9363], [-1.9503, -1.5267, -3.0174], [0.0689, -2.0664, 0.6564], [3.3867, -4.2204, -0.2855], [0.7540, 3.5069, 2.9176], [-3.4323, -3.6123, 2.1733], [1.6600, -2.8413, 0.6921], [5.1078, -4.5591, 0.9759], [-3.3592, 1.6249, -2.2654], [-1.0955, -0.8944, -4.8758], [3.0420, 3.5791, -1.6559], [1.4333, 2.6677, 3.1542], [-3.3943, -4.9222, 1.6817], [-1.7297, -1.7525, -1.6371], [-2.2903, -6.4584, 0.6146], [-0.4613, 0.0753, 3.2297], [-1.0485, 0.0871, 2.1604], [-1.0517, 4.3883, 1.5407], [4.7102, 0.7571, -0.6867], [-2.3254, -1.7987, 2.3992], [0.4814, 4.4772, 3.8841], [-0.3777, -1.6273, -1.1373], [3.7413, -4.8608, -1.0978], [0.3922, -0.9384, -3.3280], [-0.7973, 6.1427, 4.4517], [-4.4990, 1.2672, -0.4160], [-0.5640, 5.3895, 3.6840], [-1.2124, 2.3050, -0.5467], [3.8967, 1.4680, -0.7942], [-2.1310, 1.9869, -2.7864], [2.7162, 1.2464, -0.0991], [1.0708, 4.1707, -0.8955], [-4.3296, -3.2589, 2.7150], [0.4290, 0.7027, -5.0268], [4.0563, 2.6140, -1.5857], [1.5167, -3.7269, -1.2815], [-1.2353, -3.2229, 1.1759], [-0.1922, 0.8931, -5.4423]], "forces_ev_per_angstrom": [[0.32, 0.31, -0.41], [0.06, 0.04, -0.49], [-0.15, 0.21, 0.06], [0.05, 0.06, -0.03], [-0.03, 0.42, -0.66], [0.42, -0.32, -0.25], [-0.05, 1.00, 0.64], [-0.10, 0.19, 0.07], [-0.38, -0.03, 0.10], [0.01, 0.15, 0.33], [-0.24, 0.09, -0.35], [-0.18, -0.19, -0.30], [0.33, -0.01, 0.40], [-0.47, -0.81, 0.21], [0.46, -0.19, -0.26], [0.15, 1.22, 4.12], [0.37, 0.14, -0.16], [-0.20, 0.17, 0.35], [0.01, -0.19, 0.45], [-0.07, 0.35, 0.13], [-0.37, 0.04, 0.16], [0.04, -0.24, 0.27], [0.72, 0.77, -0.62], [0.29, 0.35, -0.92], [0.14, -0.30, 0.10], [0.55, -0.20, 0.08], [0.42, 0.05, 0.34], [-0.23, -0.03, 0.12], [-0.53, -0.08, -0.12], [0.52, 0.30, 0.28], [-0.47, -0.73, 0.92], [0.31, -0.21, 0.39], [-0.36, -0.25, 0.46], [-0.05, 0.34, 0.60], [-0.34, -0.24, -0.12], [-0.53, 0.01, -0.30], [-0.09, -0.23, -0.20], [-0.12, 0.20, 0.64], [-0.94, 0.24, -0.55], [-0.16, 0.02, 0.08], [-0.22, -0.39, 0.21], [0.01, -0.45, -0.09], [1.12, 0.07, -0.43], [-0.20, 0.07, -0.08], [-0.66, -0.47, -0.41], [0.05, -0.40, 0.35], [0.07, 0.25, 0.01], [-0.16, 0.75, -0.27], [0.02, -0.03, -0.11], [1.53, -0.80, -1.25], [0.14, 0.81, 0.17], [-0.97, -0.02, -3.20], [0.07, 0.35, 2.55], [-0.31, 0.07, 0.01], [-0.01, 0.16, -0.06], [0.05, 0.08, -0.03], [-0.12, 0.27, -0.19], [0.34, -2.54, -0.97], [-0.06, 0.30, 0.31], [-0.29, 0.20, -0.16], [0.16, -0.47, -0.41], [0.24, 0.08, -0.49], [0.13, 0.15, -0.13], [-1.11, -0.35, -0.05], [0.21, 0.12, -0.06], [0.29, -0.14, -0.20], [-0.60, 0.31, -0.09], [0.55, -0.45, -0.27], [0.80, -0.21, -0.26], [-0.88, 0.66, -0.87], [-0.15, -0.07, 0.18], [0.34, -0.04, 0.32], [-0.48, -0.23, 0.03], [0.96, -0.04, 0.40]], "lowdin_charge": [-0.080, -0.097, -0.042, 0.114, 0.114, 0.067, -0.063, 0.114, 0.122, 0.124, 0.123, 0.122, 0.138, -0.072, -0.093, 0.857, 0.120, -0.039, 0.130, -0.062, 0.121, -0.095, 1.093, -0.169, 0.121, 0.134, 0.141, 0.107, -0.076, 0.101, -0.328, -0.051, 0.108, -0.378, -0.070, 0.678, -0.046, -0.029, 1.097, -0.050, -0.079, -0.055, -0.384, 0.119, -0.036, 0.099, -0.046, 0.087, -0.047, -0.129, 0.126, -0.914, -0.176, -0.092, 0.116, 0.064, -0.045, -0.446, 0.120, -0.060, 0.126, 0.140, -0.038, -0.415, -0.062, -0.024, -0.084, 0.129, 0.127, 0.060, -0.037, 0.113, -0.352, 0.092], "homo_lumo_gap_ev": [5.265, 5.266], "lumo_ev": [-7.57, -7.57], "charge": 2}